Record 1
This record from the OMol25 dataset describes C29H48BrNOP2Tc as an isolated structure at a distorted geometry. The level of theory is the ωB97M-V functional and the def2-TZVPD basis.

Values from the calculation:
Charge   +4
2S+1   4
<S²>   3.805
E_tot   -4599.582200 Eh

Geometry (Å):
N: -5.09153 2.04983 -2.54001
C: -4.91560 2.44206 -1.28178
C: -3.74638 2.13741 -0.57293
C: -2.66471 1.54835 -1.25708
C: -2.87971 1.09081 -2.56987
C: -4.12203 1.40360 -3.17399
C: -1.34141 1.49669 -0.57389
Tc: -0.22795 -0.02732 0.06247
P: 1.88773 -0.28329 0.55428
C: -0.10536 1.30841 -1.43086
C: 0.82638 2.47835 -1.55530
C: 1.92118 2.36826 -2.43924
C: 2.97981 3.27009 -2.36260
C: 2.99497 4.23620 -1.33266
C: 1.86138 4.38832 -0.51385
C: 0.76140 3.54066 -0.66112
Br: 4.51206 5.21028 -1.04116
H: -1.35422 2.22300 0.26678
H: -0.24345 0.84896 -2.41875
H: -3.66469 2.41225 0.47960
H: -2.11593 0.54913 -3.14236
H: -5.72047 3.00244 -0.79960
H: -4.29897 1.09103 -4.20743
H: 1.93453 1.53554 -3.14185
H: -0.09730 3.61298 0.01363
H: 3.82492 3.17097 -3.04711
H: 1.85588 5.16184 0.25507
P: -0.94806 -1.96982 -0.81318
C: 2.90821 1.22898 0.77640
C: 4.39396 1.24040 0.43626
H: 2.77639 1.52520 1.82555
H: 2.43845 2.04022 0.19476
H: 4.77631 2.25380 0.61529
H: 4.96090 0.52907 1.04541
H: 4.55568 1.01137 -0.61653
C: 2.42710 -1.04235 -1.07044
C: 3.87240 -1.25577 -1.48584
H: 1.90580 -0.48247 -1.88829
H: 1.93701 -2.02677 -1.02666
H: 3.85845 -1.64914 -2.51293
H: 4.45744 -0.33981 -1.50043
H: 4.35317 -1.98062 -0.82570
C: 1.83997 -1.06246 2.29414
C: 3.00351 -1.69819 3.06660
H: 1.02924 -1.81775 2.20528
H: 1.39734 -0.26700 2.93413
H: 2.58808 -2.16684 3.97455
H: 3.49766 -2.47674 2.47915
H: 3.74313 -0.96180 3.39540
C: -0.68098 -3.43338 0.29571
C: -1.61318 -4.63544 0.11332
H: -0.72912 -3.03372 1.32173
H: 0.36503 -3.73251 0.12054
H: -2.61448 -4.43971 0.51184
H: -1.70844 -4.94818 -0.93343
H: -1.18639 -5.47708 0.67392
C: -0.24439 -2.61668 -2.39737
C: -1.22820 -2.93003 -3.51816
H: 0.32908 -3.51886 -2.13200
H: 0.48853 -1.87032 -2.72844
H: -1.83864 -3.80892 -3.28644
H: -1.90127 -2.09238 -3.72401
H: -0.65433 -3.14570 -4.42836
C: -2.74922 -1.93930 -1.04154
C: -3.57696 -1.53218 0.16817
H: -3.04565 -2.95010 -1.37203
H: -2.94012 -1.22398 -1.85902
H: -4.51030 -1.06880 -0.17352
H: -3.84173 -2.38853 0.79923
H: -3.08120 -0.80365 0.81464
C: -0.35300 1.52378 4.28574
C: -1.34640 0.38780 4.53095
C: -1.36195 -0.39418 3.23142
O: -0.95210 0.54333 2.18792
C: -0.48151 1.79796 2.79668
H: -0.56645 2.41777 4.88309
H: 0.67824 1.19991 4.50578
H: -2.35528 0.78072 4.72082
H: -1.07170 -0.23187 5.38555
H: -0.63848 -1.22556 3.25598
H: -2.35755 -0.77765 2.97941
H: -1.24868 2.56920 2.60957
H: 0.47424 2.09984 2.33102

Record 2
This record from the OMol25 dataset describes C51H28I4LiN5 as an isolated structure. The level of theory is the ωB97M-V functional and the def2-TZVPD basis.

Values from the calculation:
Energy above the lowest of the compared OMol25 structures with the same formula, charge and spin   241.93 kJ/mol
Charge   -2

Geometry (Å):
Li: -0.63927 0.16169 -0.76922
I: -3.19220 9.62402 -0.50941
C: -2.71645 7.57824 -0.66228
C: -1.89960 6.99610 0.29446
C: -1.59252 5.64749 0.18165
C: -2.08739 4.86868 -0.86710
C: -2.89615 5.49349 -1.81513
C: -3.22038 6.84269 -1.71965
C: -1.72670 3.42720 -0.96319
C: -2.72588 2.49685 -0.87331
C: -4.16254 2.79264 -0.81369
C: -4.79620 1.61009 -0.85205
C: -3.75395 0.55944 -0.86399
C: -3.98657 -0.82993 -0.91977
C: -5.33436 -1.33128 -1.25653
C: -5.53515 -2.15885 -2.37346
C: -6.79279 -2.61658 -2.73916
C: -7.89292 -2.24238 -1.98345
I: -9.81576 -2.88505 -2.55295
C: -7.74501 -1.44257 -0.86473
C: -6.47448 -1.00789 -0.50663
C: -2.90252 -1.76666 -0.77003
N: -1.68772 -1.44276 -0.43170
C: -0.87234 -2.66433 -0.34932
C: 0.83162 -2.07834 1.62855
C: 0.77276 -1.38071 2.95273
C: 1.47095 -0.18955 3.15979
C: 1.43915 0.47092 4.38036
C: 0.69451 -0.06135 5.41753
I: 0.65317 0.91588 7.27864
C: -0.02637 -1.23064 5.24483
C: 0.01658 -1.87641 4.01741
C: 1.72777 -1.45202 0.62352
C: 3.08358 -1.83034 0.32905
C: 3.45668 -1.06990 -0.73138
C: 2.33904 -0.19144 -1.01544
N: 1.30524 -0.45844 -0.12255
C: 2.35623 0.87596 -1.88647
C: 1.47743 2.02022 -1.70515
C: 1.83372 3.39131 -1.76984
C: 0.69545 4.09679 -1.41936
C: -0.32195 3.13267 -1.18383
N: 0.17827 1.88210 -1.33941
C: 3.26654 0.79975 -3.06196
C: 3.57367 -0.45633 -3.60794
C: 4.37264 -0.59358 -4.73454
C: 4.85911 0.54077 -5.35651
I: 6.07988 0.35342 -7.05698
C: 4.52106 1.80084 -4.89324
C: 3.71884 1.91927 -3.76934
C: -1.84825 -3.78430 -0.60817
C: -3.04056 -3.24891 -0.86174
N: -2.53769 1.13051 -0.87200
H: -1.50941 7.58136 1.11625
H: -0.96157 5.17468 0.92478
H: -3.27119 4.90969 -2.64679
H: -3.84462 7.31140 -2.46858
H: -4.61349 3.77215 -0.76586
H: -5.86411 1.45667 -0.85495
H: -4.67729 -2.42379 -2.97974
H: -6.91214 -3.23996 -3.61497
H: -8.60303 -1.17264 -0.26233
H: -6.35341 -0.42198 0.39604
H: 2.03784 0.23745 2.34244
H: 1.98827 1.39401 4.50936
H: -0.62165 -1.63847 6.05056
H: -0.56555 -2.78234 3.90100
H: 3.66326 -2.57602 0.85272
H: 4.42051 -1.05603 -1.21564
H: 2.81714 3.80582 -1.93414
H: 0.60043 5.16976 -1.34146
H: 3.12624 -1.33955 -3.17261
H: 4.58411 -1.57717 -5.13098
H: 4.85880 2.68845 -5.41078
H: 3.43255 2.90657 -3.44831
H: -1.56280 -4.82724 -0.59755
H: -3.95837 -3.77959 -1.07022
N: 2.61618 -6.41391 2.17351
C: 2.09065 -5.59255 1.55136
C: 1.41601 -4.57850 0.79594
C: 0.64342 -3.61192 1.62589
C: -0.44029 -2.72740 1.12524
C: 0.12748 -2.72115 -1.50060
C: 1.07509 -3.71130 -1.56523
C: 1.58248 -4.59871 -0.55798
H: 0.49458 -3.99873 2.62666
H: -1.29385 -2.58573 1.78544
H: 1.60404 -3.82051 -2.51712
H: 2.25805 -5.37787 -0.91202

Record 3
This record from the OMol25 dataset describes a 2-piece molecular cluster, C15H28ClF3NO7S overall at a distorted geometry. The level of theory is the ωB97M-V functional and the def2-TZVPD basis.

Values from the calculation:
Charge   +1
E_tot   -2327.328778 Eh

Geometry (Å):
C: 6.05290 0.52697 2.06807
C: 5.41610 0.85694 0.63990
O: 4.40096 1.88589 0.77164
C: 3.15531 1.45413 0.20512
C: 2.45021 0.40765 1.21095
C: 2.49243 -1.08264 0.63284
O: 3.22173 -2.01080 1.44504
C: 2.85462 -3.38216 1.20317
C: 2.17528 -3.67423 -0.20673
C: 1.79505 -5.21614 -0.26905
N: 1.02901 -2.72754 -0.54349
Cl: -0.50950 -3.54096 -0.72580
C: 0.97277 -1.51387 0.34241
C: 0.06186 -1.65452 1.63808
C: -1.20941 -0.66586 1.57122
O: -2.28505 -1.19851 0.77496
C: -3.38107 -0.26973 0.96578
C: -3.23385 1.04822 0.09648
F: -4.49349 1.58640 -0.17710
F: -2.52619 2.07527 0.75390
F: -2.57910 0.85908 -1.11734
H: 5.69330 -0.48840 2.44540
H: 7.17340 0.47334 1.94601
H: 5.70817 1.30621 2.80856
H: 6.17914 1.24968 -0.11006
H: 5.02438 -0.12038 0.21645
H: 2.48570 2.37555 0.11668
H: 3.28919 1.04964 -0.84487
H: 2.97289 0.42718 2.22106
H: 1.36470 0.75869 1.28616
H: 3.00559 -1.00825 -0.39305
H: 2.07459 -3.65923 1.99971
H: 3.71944 -4.10299 1.38645
H: 2.98870 -3.51979 -0.99663
H: 1.06881 -5.54789 0.53897
H: 2.75925 -5.79478 -0.06148
H: 1.47632 -5.52397 -1.31037
H: 1.24298 -2.37754 -1.49721
H: 0.53790 -0.66985 -0.29614
H: -0.21567 -2.71108 1.92300
H: 0.68378 -1.25163 2.51029
H: -1.49223 -0.47987 2.66247
H: -0.80228 0.29470 1.09775
H: -3.50082 0.04988 2.04573
H: -4.36877 -0.74815 0.65705
C: -5.01544 3.58324 -3.22963
C: -5.95590 3.43810 -2.04491
O: -6.52387 4.73516 -1.86239
S: -6.65124 5.46570 -3.30462
O: -7.98757 5.29005 -3.78208
O: -6.02147 6.74524 -3.21941
O: -5.68245 4.46367 -4.13392
H: -4.07308 4.05084 -2.93084
H: -4.80851 2.62794 -3.71176
H: -5.44055 3.11399 -1.14285
H: -6.76895 2.74138 -2.26957

Record 4
This record from the OMol25 dataset describes C8H12CuN2P as an isolated structure at a distorted geometry. The level of theory is the ωB97M-V functional and the def2-TZVPD basis.

Values from the calculation:
Energy above the lowest of the compared OMol25 structures with the same formula, charge and spin   0.00 kJ/mol
Charge   -1
2S+1   2
<S²>   0.752

Geometry (Å):
C: -2.52769 0.01288 -0.35804
C: -2.58191 -0.29016 -1.75734
C: -2.12859 0.87554 -2.44403
C: -1.73694 1.83420 -1.50111
C: -1.92853 1.31240 -0.19081
Cu: -0.03079 -0.25046 1.95300
P: -0.56291 -2.28172 2.22607
H: -2.83965 -0.65494 0.48119
H: -2.81847 -1.25841 -2.16617
H: -2.04620 0.95768 -3.52066
H: -1.63796 1.76367 0.75873
H: -1.21697 2.80260 -1.70073
H: 0.47466 -3.18454 1.75306
H: -1.85448 -2.91905 2.15344
H: -0.28813 -1.94329 3.62271
N: 1.79188 0.02931 -0.75021
C: 3.11525 0.29104 -0.79497
C: 3.51773 0.61124 0.48652
C: 2.35118 0.53388 1.27944
N: 1.29185 0.16875 0.54165
H: 1.19840 -0.19827 -1.54903
H: 3.70567 0.20939 -1.69597
H: 4.49179 0.85377 0.83453
H: 2.26080 0.72449 2.33873

Record 5
This record from the OMol25 dataset describes an isolated molecule of C3H2N2OS at a distorted geometry. The level of theory is the ωB97M-V functional and the def2-TZVPD basis.

Values from the calculation:
Energy above the lowest of the compared OMol25 structures with the same formula, charge and spin   349.06 kJ/mol
Charge   0
SMILES   O=C1NN1C=C=S

Geometry (Å):
O: -2.18311 -0.60583 1.12886
C: -1.26856 0.17170 0.90382
N: -0.43110 1.15744 1.28165
N: -0.47153 0.51258 -0.13008
C: 0.49137 -0.41473 -0.53727
C: 1.06556 -0.29376 -1.72227
S: 1.60790 -0.34736 -3.15613
H: 0.37651 0.92540 1.93791
H: 0.81296 -1.10544 0.29351

Record 6
This record from the OMol25 dataset describes an isolated molecule of C3H5N3 at a distorted geometry. The level of theory is the ωB97M-V functional and the def2-TZVPD basis.

Values from the calculation:
Energy above the lowest of the compared OMol25 structures with the same formula, charge and spin   111.39 kJ/mol
Charge   0
SMILES   Cn1cncn1

Geometry (Å):
C: 0.05653 1.10662 1.22162
N: 0.22617 0.03903 0.17171
C: 0.28173 -1.36713 0.05364
N: 0.03152 -1.74466 -1.18656
C: -0.16441 -0.54520 -1.80403
N: -0.07469 0.51432 -1.03593
H: 0.53570 2.04242 0.88828
H: -1.01131 1.34266 1.33808
H: 0.46506 0.85088 2.20159
H: 0.07072 -1.80897 0.99653
H: -0.41701 -0.42997 -2.84493

> The lowest charge belongs to which entry?

C51H28I4LiN5

> Which formula does entry 6 have?

C3H5N3

> charge of number 4 (C8H12CuN2P)?

-1